Record 1
# C42H48NOP2RuSSi2

A structure of composition C42H48NOP2RuSSi2 (wB97M-V/def2-TZVPD, OMol25).

Values from the calculation:
Electronic energy (Eh): -3514.07171
Max |F| (eV/Å): 2.3
Relative energy (zero: lowest compared OMol25 entry of this formula, charge and spin) (kJ/mol): 0.00
Net charge: 0
HOMO (spin up / spin down) (hartree): -0.265 / -0.265
⟨S²⟩: 0.76
Multiplicity: 2

Last column: Mulliken spin population.
CARTESIAN COORDINATES (ANGSTROEM)
Ru: -0.263 -0.023 0.193  0.928
S: -1.965 -1.881 3.200  0.001
P: -1.566 1.492 -0.999  -0.029
P: 1.494 -0.149 2.120  0.067
Si: 1.563 -0.109 -1.365  -0.005
Si: -1.093 -1.900 -1.020  -0.047
O: -1.873 -1.433 1.769  0.012
N: -1.006 1.238 1.715  -0.002
C: 0.822 -0.910 -2.913  -0.035
C: -0.267 -2.261 -5.116  0.002
C: 4.945 1.894 1.294  0.001
C: -3.971 1.828 -2.421  -0.001
C: 1.105 -2.884 2.116  0.039
C: 5.507 2.107 2.542  0.000
C: 3.226 -3.544 3.764  0.000
C: -2.783 -3.456 3.165  0.001
C: -0.157 3.856 -0.551  0.009
C: 2.836 -1.414 -0.882  0.025
C: -0.105 3.057 -2.820  0.000
C: 2.979 -2.215 3.443  -0.001
C: 3.733 1.223 1.186  0.010
C: -0.576 1.353 3.015  0.049
C: 0.807 -1.397 -5.297  0.000
C: -4.815 1.671 -3.510  0.000
C: 0.650 4.927 -0.914  0.002
C: 3.645 0.979 3.569  0.002
C: -3.283 -0.908 3.884  0.000
C: -2.955 -1.887 -1.245  -0.004
C: -0.555 2.923 -1.510  0.000
C: 0.702 4.128 -3.178  0.000
C: 1.076 5.068 -2.227  0.002
C: 2.485 1.442 -1.875  0.013
C: 1.900 -1.867 2.634  -0.016
C: -1.281 2.342 3.660  0.000
C: -2.701 2.183 0.249  -0.029
C: -2.217 2.855 2.715  0.006
C: -2.010 2.146 1.557  0.021
C: -4.385 0.974 -4.631  0.000
C: 3.072 0.750 2.317  -0.018
C: -3.106 0.439 -4.657  0.001
C: 2.402 -4.545 3.274  0.000
C: -2.689 1.275 -2.427  -0.002
C: 1.353 -0.743 -4.198  0.009
C: -2.267 0.587 -3.560  -0.007
C: 1.340 -4.213 2.443  0.002
C: -0.796 -2.438 -3.844  0.013
C: -0.642 -3.667 -0.573  -0.005
C: 0.521 0.491 3.536  -0.008
C: 4.854 1.648 3.680  0.000
C: -0.285 -1.749 -2.737  0.008
H: 0.711 -4.989 2.023  0.000
H: -5.811 2.096 -3.483  0.000
H: 1.221 -1.242 -6.287  0.000
H: 2.158 1.771 -2.862  0.004
H: 2.211 -0.094 -4.352  0.000
H: -2.172 -4.107 2.541  0.000
H: 3.649 -1.454 3.823  0.000
H: -4.159 -1.022 3.243  0.000
H: -0.938 -4.290 -1.423  -0.001
H: -0.694 -2.785 -5.964  0.000
H: -0.389 2.331 -3.573  0.001
H: -3.584 1.536 0.235  -0.001
H: -3.383 -2.816 -0.858  0.001
H: 0.172 -0.373 4.103  0.001
H: 3.560 1.235 -1.912  -0.002
H: 5.287 1.814 4.659  0.000
H: -3.781 -3.346 2.739  0.000
H: 1.701 5.906 -2.510  0.000
H: -2.931 0.127 3.869  0.000
H: 0.949 5.648 -0.164  0.000
H: -0.469 3.746 0.481  -0.013
H: -1.176 -4.024 0.315  0.000
H: -4.322 2.390 -1.567  0.000
H: 5.445 2.248 0.401  0.000
H: 1.152 1.081 4.199  -0.001
H: 4.074 -3.794 4.389  0.000
H: 2.371 -2.403 -0.902  0.003
H: -2.826 -3.853 4.180  0.000
H: -3.487 -1.229 4.906  0.000
H: -1.139 2.660 4.684  0.000
H: 0.305 -2.630 1.435  -0.006
H: 6.447 2.637 2.633  0.000
H: 0.430 -3.800 -0.413  0.002
H: 3.296 1.076 0.213  -0.006
H: -3.014 3.196 -0.012  -0.001
H: 3.152 0.634 4.469  0.000
H: 3.262 -1.274 0.114  0.001
H: 1.040 4.226 -4.202  0.000
H: -1.278 0.162 -3.591  0.001
H: -3.215 -1.795 -2.301  0.000
H: -3.427 -1.057 -0.713  0.002
H: -1.649 -3.103 -3.722  0.000
H: -2.940 3.643 2.865  0.001
H: 3.666 -1.410 -1.599  0.002
H: 2.321 2.281 -1.193  -0.004
H: -2.754 -0.104 -5.526  0.000
H: 2.600 -5.581 3.519  0.000
H: -5.046 0.851 -5.480  0.000

Record 2
# C3H3NO

A cluster of 2 separate species, C3H3NO in total (wB97M-V/def2-TZVPD, OMol25).

Values from the calculation:
Electronic energy (Eh): -246.04600
Max |F| (eV/Å): 1.2
Relative energy (zero: lowest compared OMol25 entry of this formula, charge and spin) (kJ/mol): 119.58
Net charge: 0
HOMO (hartree): -0.352

Last column: Löwdin charge in e.
CARTESIAN COORDINATES (ANGSTROEM)
O: 0.183 0.794 1.846  0.137
N: 0.058 -2.107 -1.049  0.071
C: 0.005 1.269 -0.582  0.003
C: -0.087 -1.919 0.080  -0.086
C: 0.099 1.039 0.704  -0.301
H: -0.214 -1.709 1.124  0.058
H: -0.620 2.072 -0.945  0.064
H: 0.504 0.593 -1.267  0.054

Record 3
# C9H27FNaO12P3

A structure of composition C9H27FNaO12P3 (wB97M-V/def2-TZVPD, OMol25).

Values from the calculation:
Electronic energy (Eh): -2548.48653
Max |F| (eV/Å): 3.8
Relative energy (zero: lowest compared OMol25 entry of this formula, charge and spin) (kJ/mol): 216.29
Net charge: 0
HOMO (hartree): -0.339

Last column: Löwdin charge in e.
CARTESIAN COORDINATES (ANGSTROEM)
P: 0.032 5.081 -3.039  0.479
P: 1.257 -3.343 -1.539  0.498
P: -1.036 -1.227 4.392  0.479
Na: -3.674 0.713 2.616  0.682
F: -1.945 0.865 0.784  -0.681
O: -0.993 -1.811 5.880  -0.196
O: 1.491 -1.741 -1.681  -0.203
O: -0.286 -3.516 -0.994  -0.255
O: -0.998 6.105 -2.907  -0.222
O: 2.131 -3.728 -0.222  -0.243
O: -0.158 4.105 -4.343  -0.245
O: -2.260 -0.402 4.125  -0.292
O: 1.583 5.591 -3.177  -0.223
O: 0.359 -0.432 4.312  -0.191
O: -0.822 -2.562 3.484  -0.213
O: 1.584 -4.128 -2.778  -0.256
O: 0.092 4.038 -1.774  -0.220
C: -1.355 -2.844 -1.644  -0.100
C: -0.957 3.145 -1.588  -0.141
C: 0.054 4.498 -5.673  -0.117
C: 2.646 4.689 -3.266  -0.136
C: 0.465 0.700 3.511  -0.115
C: 2.162 -5.013 0.376  -0.097
C: -2.152 -2.486 6.405  -0.093
C: -0.711 -2.487 2.030  -0.070
C: 1.156 -0.966 -0.588  -0.147
H: 1.864 -4.883 1.417  0.085
H: 0.291 -2.659 1.638  0.075
H: -1.426 -3.171 1.572  0.092
H: -1.775 3.344 -2.279  0.085
H: -0.941 -2.147 -2.373  0.091
H: 3.222 4.748 -2.342  0.090
H: 0.636 3.659 -6.053  0.088
H: -0.722 2.081 -1.628  0.078
H: -2.899 -2.747 5.655  0.084
H: -1.843 -2.257 -0.866  0.081
H: 1.921 -1.060 0.182  0.094
H: 0.155 -0.973 -0.158  0.065
H: -0.884 4.528 -6.228  0.090
H: -1.916 -3.428 6.899  0.089
H: 1.250 1.340 3.913  0.097
H: 2.322 3.649 -3.216  0.084
H: -1.018 -1.496 1.695  0.058
H: 3.262 4.876 -4.145  0.094
H: -1.321 3.301 -0.572  0.083
H: -2.092 -3.483 -2.129  0.092
H: -0.432 1.245 3.216  0.080
H: 0.821 0.289 2.566  0.083
H: -2.637 -1.900 7.185  0.089
H: 1.200 0.021 -1.048  0.097
H: 1.462 -5.714 -0.079  0.090
H: 0.658 5.394 -5.816  0.091
H: 3.177 -5.400 0.290  0.093

Record 4
# F2H2NO13P2S2Tl

A structure of composition F2H2NO13P2S2Tl (wB97M-V/def2-TZVPD, OMol25).

Values from the calculation:
Electronic energy (Eh): -2885.05809
Max |F| (eV/Å): 5.8
Net charge: -4
HOMO (hartree): 0.214

Last column: Löwdin charge in e.
CARTESIAN COORDINATES (ANGSTROEM)
Tl: 6.082 -10.193 -24.745  0.883
S: 6.677 -7.302 -27.535  0.386
S: 7.821 -9.226 -28.267  0.492
P: 9.565 -10.810 -23.931  -0.146
P: 6.240 -14.031 -22.964  -0.153
F: 8.264 -10.583 -27.624  -0.177
F: 6.472 -6.439 -26.211  -0.229
O: 9.026 -8.653 -28.791  -0.294
O: 5.286 -7.424 -27.923  -0.337
O: 5.970 -13.466 -21.547  -0.450
O: 9.001 -11.483 -25.239  -0.345
O: 6.781 -9.707 -29.167  -0.317
O: 8.488 -9.889 -23.354  -0.547
O: 5.827 -12.198 -26.909  -0.139
O: 10.843 -9.976 -24.065  -0.500
O: 4.791 -14.587 -23.158  -0.539
O: 9.674 -12.154 -23.168  -0.273
O: 6.684 -12.983 -23.989  -0.380
O: 7.477 -6.375 -28.314  -0.328
O: 7.445 -14.966 -23.113  -0.385
N: 7.275 -8.546 -26.814  -0.295
H: 4.995 -12.669 -26.812  0.032
H: 6.361 -12.750 -27.486  0.040

Record 5
# C3H6AuBF10NOP

A structure of composition C3H6AuBF10NOP (wB97M-V/def2-TZVPD, OMol25).

Values from the calculation:
Electronic energy (Eh): -1748.33234
Max |F| (eV/Å): 4.6
Relative energy (zero: lowest compared OMol25 entry of this formula, charge and spin) (kJ/mol): 304.95
Net charge: +1
HOMO (spin up / spin down) (hartree): -0.554 / -0.553
⟨S²⟩: 0.78
Multiplicity: 2

Last column: Mulliken spin population.
CARTESIAN COORDINATES (ANGSTROEM)
Au: -1.217 -0.220 -0.728  0.386
P: 1.811 -2.542 -1.916  -0.001
F: 2.696 -1.221 -2.089  0.003
F: -3.095 0.993 -0.317  0.059
F: 0.380 -1.319 -1.805  0.074
F: -5.116 1.386 0.666  0.020
F: 3.001 -3.540 -1.925  0.000
F: 1.509 -2.572 -3.478  0.008
F: -4.237 2.952 -0.627  0.012
F: 1.872 -2.295 -0.307  0.001
F: -3.253 2.473 1.372  -0.001
F: 0.674 -3.637 -1.660  0.002
O: 0.177 1.455 -0.400  0.470
N: 1.923 2.141 0.804  0.019
C: -0.541 -0.461 1.447  -0.015
C: 0.870 0.018 1.380  -0.014
C: 0.976 1.275 0.538  -0.005
B: -3.942 1.994 0.306  -0.005
H: 1.501 -0.733 0.880  0.004
H: -0.651 -1.490 1.771  0.000
H: 2.013 2.969 0.224  -0.001
H: 1.291 0.163 2.386  -0.011
H: -1.243 0.211 1.938  -0.006
H: 2.601 2.001 1.538  0.002

Record 6
# H4S4

A cluster of 2 separate species, H4S4 in total (wB97M-V/def2-TZVPD, OMol25).

Values from the calculation:
Electronic energy (Eh): -1595.12013
Max |F| (eV/Å): 1.5
Relative energy (zero: lowest compared OMol25 entry of this formula, charge and spin) (kJ/mol): 16.79
Net charge: 0
HOMO (hartree): -0.350

Last column: Löwdin charge in e.
CARTESIAN COORDINATES (ANGSTROEM)
S: 4.837 -3.704 -0.161  0.213
S: 5.409 -4.372 -2.123  0.220
S: -2.449 1.020 -5.335  0.213
S: -1.232 0.449 -3.727  0.205
H: -2.072 2.314 -5.401  -0.210
H: -0.107 0.030 -4.345  -0.208
H: 3.608 -4.252 -0.046  -0.215
H: 6.309 -5.261 -1.652  -0.217

Record 7
# C2H3N3OS

A cluster of 2 separate species, C2H3N3OS in total (wB97M-V/def2-TZVPD, OMol25).

Values from the calculation:
Electronic energy (Eh): -715.56006
Max |F| (eV/Å): 3.6
Relative energy (zero: lowest compared OMol25 entry of this formula, charge and spin) (kJ/mol): 357.52
Net charge: 0
HOMO (hartree): -0.338

Last column: Löwdin charge in e.
CARTESIAN COORDINATES (ANGSTROEM)
S: -1.456 1.272 -1.312  0.799
O: 0.697 1.250 0.615  0.060
N: -2.862 -0.891 1.605  0.091
N: -2.333 -0.350 0.640  -0.146
N: 1.196 -0.741 -0.488  0.200
C: -1.486 0.064 -0.109  -0.523
C: 0.701 0.201 0.054  -0.614
H: -3.158 -1.846 1.422  0.066
H: 0.701 -1.541 -0.868  0.097
H: -0.021 1.492 -1.137  -0.032

Record 8
# C3HN3

A cluster of 2 separate species, C3HN3 in total (wB97M-V/def2-TZVPD, OMol25).

Values from the calculation:
Electronic energy (Eh): -279.11947
Max |F| (eV/Å): 2.8
Relative energy (zero: lowest compared OMol25 entry of this formula, charge and spin) (kJ/mol): 14.82
Net charge: 0
HOMO (hartree): -0.397

Last column: Löwdin charge in e.
CARTESIAN COORDINATES (ANGSTROEM)
N: -1.893 0.550 -0.169  0.008
N: 2.668 1.004 0.359  0.170
N: -1.816 1.571 0.236  0.088
C: -0.322 -1.124 -0.206  0.076
C: 1.771 0.307 0.186  -0.253
C: 0.701 -0.509 -0.021  -0.133
H: -1.109 -1.798 -0.384  0.044

Record 9
# CH3NP2S2Sr

A structure of composition CH3NP2S2Sr (wB97M-V/def2-TZVPD, OMol25).

Values from the calculation:
Electronic energy (Eh): -1603.71386
Max |F| (eV/Å): 5.7
Net charge: +2
HOMO (hartree): -0.605

Last column: Löwdin charge in e.
CARTESIAN COORDINATES (ANGSTROEM)
Sr: -0.534 1.514 1.660  1.526
S: 1.104 1.599 -2.289  0.273
S: -2.111 -0.680 1.736  0.829
P: 0.889 -1.250 -0.268  0.847
P: -0.067 0.469 -1.281  0.059
N: 0.667 -0.950 1.492  -0.198
C: -0.483 -0.765 1.760  -1.080
H: -0.588 1.278 -0.202  -0.235
H: 2.267 -1.197 -0.564  -0.025
H: -1.144 -0.018 -2.045  0.004

Record 10
# C4H12

A cluster of 2 separate species, C4H12 in total (wB97M-V/def2-TZVPD, OMol25).

Values from the calculation:
Electronic energy (Eh): -159.57762
Max |F| (eV/Å): 1.5
Relative energy (zero: lowest compared OMol25 entry of this formula, charge and spin) (kJ/mol): 19.31
Net charge: 0
HOMO (hartree): -0.425

Last column: Löwdin charge in e.
CARTESIAN COORDINATES (ANGSTROEM)
C: -0.113 -1.518 -1.343  -0.171
C: 0.432 2.455 0.550  -0.175
C: -0.564 1.364 0.865  -0.171
C: 0.240 -2.304 -0.083  -0.169
H: 1.219 2.154 -0.143  0.060
H: 0.926 2.831 1.452  0.062
H: 0.464 -1.685 0.784  0.041
H: -1.434 1.778 1.372  0.066
H: 0.226 -2.134 -2.179  0.058
H: 0.491 -0.624 -1.474  0.056
H: -0.584 -2.914 0.302  0.064
H: -0.937 0.951 -0.066  0.048
H: -0.123 0.553 1.428  0.051
H: -0.061 3.330 0.128  0.061
H: -1.175 -1.389 -1.474  0.059
H: 1.079 -2.979 -0.243  0.060

Record 11
# C5H7N3

An isolated molecule of C5H7N3 (wB97M-V/def2-TZVPD, OMol25).

Values from the calculation:
Electronic energy (Eh): -358.78910
Max |F| (eV/Å): 11.0
Relative energy (zero: lowest compared OMol25 entry of this formula, charge and spin) (kJ/mol): 601.97
Net charge: 0
HOMO (hartree): -0.314

Last column: Löwdin charge in e.
CARTESIAN COORDINATES (ANGSTROEM)
N: -1.265 0.389 -0.479  -0.073
N: 3.008 -1.904 0.036  0.083
N: -2.577 0.032 -0.018  -0.041
C: -2.658 -1.268 0.210  -0.100
C: 1.603 1.605 0.275  -0.079
C: 2.296 -0.871 -0.265  -0.128
C: -0.072 -0.316 -0.369  -0.146
C: 1.165 0.159 -0.118  -0.280
H: 0.850 2.014 1.030  0.094
H: -1.158 1.362 -0.863  0.155
H: -0.184 -1.352 -0.311  0.058
H: -1.750 -2.168 -0.013  0.139
H: -3.737 -1.458 0.902  0.133
H: 2.753 1.620 0.654  0.123
H: 1.727 2.157 -0.672  0.062

Record 12
# C3H11NO4

A cluster of 3 separate species, C3H11NO4 in total (wB97M-V/def2-TZVPD, OMol25).

Values from the calculation:
Electronic energy (Eh): -476.59541
Max |F| (eV/Å): 4.0
Relative energy (zero: lowest compared OMol25 entry of this formula, charge and spin) (kJ/mol): 215.94
Net charge: 0
HOMO (hartree): -0.346

Last column: Löwdin charge in e.
CARTESIAN COORDINATES (ANGSTROEM)
O: 1.023 0.205 3.708  -0.079
O: 3.621 -0.590 5.848  -0.065
O: 0.328 -0.505 -0.988  0.127
O: -0.670 -2.025 -2.273  0.018
N: -1.351 2.381 -2.010  -0.027
C: -1.458 1.194 -2.913  -0.236
C: -1.856 -0.045 -2.115  -0.126
C: -0.626 -0.739 -1.658  -0.484
H: -2.590 0.215 -1.346  0.128
H: -2.283 1.605 -3.544  0.122
H: 4.251 -0.492 5.126  0.036
H: -0.746 2.210 -1.222  0.054
H: 3.142 -1.415 5.712  0.034
H: 0.897 0.153 4.669  0.029
H: -0.092 -2.721 -1.905  0.116
H: 1.060 1.182 3.756  0.045
H: -2.258 2.646 -1.646  0.058
H: -0.460 1.084 -3.371  0.123
H: -2.438 -0.833 -2.648  0.126